Below is a structure of composition C49H59BBrKN9P2Sb, with properties calculated with ωB97M-V/def2-TZVPD.

XYZ file:
```
123
Properties=species:S:1:pos:R:3:forces:R:3
K 1.091412 0.024630 1.401923 -0.021 0.143 0.011
C 0.636537 4.468585 3.514365 -0.005 0.002 -0.003
C 0.818257 3.675777 2.373172 -0.004 0.001 -0.016
N 0.747083 2.384957 2.664539 0.005 -0.038 0.074
N 0.524627 2.311038 3.993902 0.009 0.025 -0.004
C 0.455004 3.548887 4.523473 -0.005 -0.004 0.002
B 0.581722 1.012740 4.833288 -0.003 -0.005 -0.002
N -0.482463 -0.056101 4.449880 -0.005 -0.009 0.042
C -1.598561 -0.296944 5.162138 0.005 -0.015 0.002
C -2.225630 -1.406556 4.636995 0.000 -0.002 0.006
C -1.391149 -1.787233 3.578197 0.009 -0.015 -0.005
N -0.345212 -0.976686 3.470480 -0.043 0.073 0.008
N 1.998935 0.399632 4.793785 0.011 -0.016 0.003
C 2.717241 0.021135 5.867452 0.004 0.010 0.004
C 3.924384 -0.479863 5.429841 0.005 0.009 0.000
C 3.844967 -0.359530 4.035351 0.010 0.022 -0.007
N 2.685848 0.164192 3.658701 -0.018 -0.042 -0.002
H 0.638001 5.542119 3.590251 0.001 0.000 0.001
H 0.982734 3.990196 1.352458 0.003 -0.002 0.003
H 0.292922 3.680934 5.579962 0.000 -0.001 0.001
H 0.349387 1.331510 5.972094 -0.002 0.000 -0.001
H -1.853982 0.328325 6.001403 0.004 -0.004 0.004
H -3.133924 -1.874931 4.975127 0.000 0.000 0.002
H -1.507388 -2.611874 2.890688 -0.004 0.003 -0.007
H 2.321182 0.146709 6.861164 -0.001 -0.003 0.000
H 4.737949 -0.856069 6.025539 0.001 0.000 0.000
H 4.582101 -0.614987 3.289254 -0.004 -0.010 -0.001
C -3.219638 2.367488 -2.248820 -0.014 -0.002 0.000
N -1.809916 2.000615 -2.115467 0.001 0.005 0.014
P -0.924974 1.542545 -3.509572 0.020 -0.009 -0.011
C -1.455366 2.818770 -4.722858 -0.008 -0.004 -0.001
C -2.622804 2.779164 -5.483510 0.001 0.002 0.006
C -2.977128 3.851498 -6.288969 -0.003 -0.004 -0.003
C -2.174786 4.983856 -6.336799 0.001 0.001 0.002
C -1.011601 5.037527 -5.583185 0.001 -0.001 0.000
C -0.652995 3.957050 -4.790112 0.006 0.001 0.001
C -1.851215 0.070736 -4.081425 0.003 0.000 0.003
C -2.548402 -0.729925 -3.180401 -0.004 -0.007 0.009
C -3.147415 -1.909698 -3.600972 -0.009 -0.008 -0.003
C -3.042148 -2.314130 -4.923609 0.007 -0.001 0.004
C -2.329735 -1.533844 -5.825366 -0.004 0.007 -0.001
C -1.737321 -0.352298 -5.406383 0.003 0.001 0.002
P -0.828895 2.643066 -0.854271 0.011 0.005 -0.001
C -0.874407 4.456823 -1.143260 -0.001 -0.005 -0.004
C -2.035227 5.232441 -1.184642 0.003 0.006 0.002
C -1.976871 6.573301 -1.529989 -0.001 -0.001 0.003
C -0.755193 7.165328 -1.827069 -0.003 0.000 -0.005
C 0.407601 6.413162 -1.774090 0.004 -0.002 0.001
C 0.342971 5.066879 -1.438488 0.003 0.006 0.009
C -1.924072 2.420604 0.587031 0.020 -0.012 -0.024
C -2.220198 3.420782 1.507190 -0.013 -0.007 -0.009
C -2.902998 3.118929 2.678450 0.007 0.016 -0.002
C -3.294377 1.816274 2.941654 -0.005 -0.010 -0.007
C -3.000128 0.810619 2.029780 0.001 -0.001 0.016
C -2.316090 1.109372 0.863537 0.004 -0.023 0.021
H -3.343544 3.333301 -2.746550 0.000 -0.004 -0.002
H -3.683327 2.410962 -1.262807 -0.001 -0.003 0.000
H -3.743721 1.612957 -2.837119 0.001 0.002 -0.005
H -3.262725 1.906007 -5.445538 0.000 -0.002 0.001
H -3.886724 3.806634 -6.874657 0.000 0.000 -0.001
H -2.456345 5.821665 -6.961928 0.000 0.001 0.000
H -0.381025 5.916951 -5.614253 0.000 0.001 0.000
H 0.258200 3.999999 -4.203809 -0.002 -0.001 -0.002
H -2.612294 -0.433534 -2.140720 -0.005 -0.002 0.017
H -3.697461 -2.514602 -2.889667 0.000 -0.005 0.007
H -3.510073 -3.233798 -5.251222 0.000 0.000 0.000
H -2.237430 -1.844773 -6.858391 -0.001 0.000 0.001
H -1.186857 0.250632 -6.120356 0.002 0.002 0.000
H -2.990149 4.789359 -0.932913 0.001 0.002 0.008
H -2.885488 7.161109 -1.563504 -0.001 -0.001 0.000
H -0.712376 8.213812 -2.093361 0.000 0.001 0.001
H 1.363435 6.871260 -1.994719 0.001 0.000 -0.001
H 1.250633 4.473056 -1.410312 -0.001 -0.001 -0.001
H -1.893064 4.437005 1.333899 -0.001 0.007 -0.006
H -3.110025 3.905618 3.393011 0.001 -0.001 0.000
H -3.808769 1.575820 3.863383 0.000 0.000 -0.001
H -3.266632 -0.214706 2.248456 0.001 -0.002 -0.011
H -2.072541 0.306659 0.174142 -0.017 -0.012 -0.018
Br -5.129966 -6.089504 -0.860807 0.000 -0.004 0.001
C -4.201799 -4.485324 -0.499549 -0.004 0.002 -0.007
C -2.829572 -4.427652 -0.659393 0.003 -0.001 -0.003
C -2.203332 -3.219123 -0.390978 0.008 0.002 -0.013
N -2.841186 -2.126777 0.017396 -0.038 0.003 0.006
C -4.161052 -2.210332 0.163295 0.002 0.015 -0.009
C -4.894560 -3.362552 -0.083493 -0.002 0.000 0.002
H -2.262741 -5.286067 -0.990469 0.000 0.000 0.001
H -1.132717 -3.126352 -0.524516 0.020 0.006 0.006
H -4.666048 -1.307031 0.490120 0.004 -0.004 0.004
H -5.967083 -3.377659 0.045702 0.000 0.000 0.000
C 4.440833 -4.053941 3.323343 -0.001 0.000 0.001
C 4.975742 -3.799427 1.916752 -0.006 0.003 0.003
C 6.296969 -3.039876 1.945156 0.001 -0.003 0.000
Sb 3.484993 -2.754276 0.748091 0.003 -0.013 -0.033
C 2.018848 -4.361007 0.797566 -0.008 0.014 0.002
C 0.932492 -3.986109 1.803585 -0.006 -0.005 -0.005
C 1.418698 -4.654589 -0.572964 -0.008 -0.007 0.004
C 4.292131 -3.135252 -1.240897 0.002 0.001 0.005
C 5.136634 -1.951868 -1.710801 -0.001 -0.007 -0.002
C 5.062698 -4.444022 -1.362522 0.002 0.000 0.001
H 5.187227 -4.585030 3.921773 0.001 -0.002 0.001
H 3.536100 -4.664855 3.312394 0.001 0.000 0.001
H 4.205532 -3.121381 3.841303 0.003 -0.004 -0.001
H 5.119131 -4.757720 1.410452 0.004 -0.001 0.002
H 6.180067 -2.054541 2.402051 -0.001 0.001 0.003
H 6.713044 -2.894258 0.946137 0.000 0.002 0.001
H 7.039778 -3.584509 2.535620 0.001 0.000 0.000
H 2.552349 -5.247655 1.152146 0.003 0.000 0.002
H 0.386134 -3.096092 1.476214 -0.005 0.005 -0.012
H 1.330758 -3.757989 2.794059 -0.005 -0.001 -0.002
H 0.201720 -4.794648 1.911165 0.003 0.001 0.001
H 0.998120 -3.754697 -1.031297 -0.001 0.004 0.005
H 0.606159 -5.383511 -0.482336 0.002 -0.002 0.000
H 2.149852 -5.065513 -1.269643 0.003 -0.002 -0.002
H 3.398543 -3.201559 -1.871149 0.000 0.003 0.001
H 6.040553 -1.844923 -1.106824 0.001 0.001 0.000
H 4.605611 -0.997503 -1.638364 0.000 0.000 0.001
H 5.454541 -2.082105 -2.749473 0.000 0.000 -0.001
H 5.977283 -4.419338 -0.766261 0.000 -0.002 0.000
H 5.357909 -4.625563 -2.400675 -0.001 -0.002 0.000
H 4.475755 -5.301964 -1.029081 -0.002 -0.001 0.001
N 1.423642 -0.897698 -1.708156 -0.067 -0.016 -0.146
C 0.298729 -0.831555 -1.416513 0.128 -0.061 0.044
H 2.351128 -0.915553 -2.083062 0.006 0.015 0.010
```
Positions in Å, forces in eV/Å.

- LUMO energy: 0.0077 Ha
- Energy: -6517.223205 Ha
- Relative energy (zero: lowest compared OMol25 entry of this formula, charge and spin): 13.6 kcal/mol